Below is the molecule C7H11N at a distorted geometry, with properties calculated with ωB97M-V with the def2-TZVPD basis set.

Cartesian coordinates (Å):
1 C -0.11 1.98 -0.22
2 C -0.87 0.73 0.00
3 C -0.06 -0.31 -0.34
4 C 1.31 0.24 -0.44
5 C -2.46 0.58 0.11
6 C -0.49 -1.77 -0.26
7 C 2.34 -0.21 0.61
8 N 1.13 1.69 -0.34
9 H -0.52 2.94 -0.18
10 H 1.75 0.06 -1.35
11 H -2.61 1.12 1.05
12 H -2.59 -0.46 0.23
13 H -2.91 0.93 -0.82
14 H -0.92 -1.97 0.75
15 H 0.27 -2.54 -0.52
16 H -1.28 -2.04 -0.88
17 H 3.31 -0.05 0.17
18 H 2.37 -1.26 0.91
19 H 2.34 0.34 1.53

Computed properties:
Energy above the lowest of the compared OMol25 structures with the same formula, charge and spin (kJ/mol): 173.0
SMILES string: CC1=C(C)[C@H](C)N=C1
Net charge: 0

Population analysis type Mulliken, resulting atomic charges in e: atom 1 (C): -0.495, atom 2 (C): 0.462, atom 3 (C): 0.640, atom 4 (C): 0.338, atom 5 (C): -1.128, atom 6 (C): -1.741, atom 7 (C): -1.345, atom 8 (N): -0.705, atom 9 (H): 0.449, atom 10 (H): 0.352, atom 11 (H): 0.354, atom 12 (H): 0.309, atom 13 (H): 0.289, atom 14 (H): 0.367, atom 15 (H): 0.332, atom 16 (H): 0.510, atom 17 (H): 0.340, atom 18 (H): 0.308, atom 19 (H): 0.363



Below is a cluster of 2 separate species, C7H11N in total at a distorted geometry, with properties calculated with ωB97M-V with the def2-TZVPD basis set.

Cartesian coordinates (Å):
1 C 4.04 -0.71 0.12
2 C -1.90 -1.17 -0.67
3 C -2.69 -0.73 0.58
4 C 3.28 -0.06 -0.65
5 C -1.90 0.28 -0.34
6 C -0.27 2.06 0.19
7 C -0.75 0.81 0.35
8 N 2.72 -0.14 0.72
9 H 4.70 -1.52 0.50
10 H -1.11 -1.74 -0.39
11 H -2.57 -1.35 -1.56
12 H -3.83 -0.72 0.57
13 H -2.19 -0.90 1.46
14 H 3.07 0.41 -1.57
15 H -2.38 1.15 -0.89
16 H -0.75 2.80 -0.49
17 H 0.73 2.33 0.59
18 H 2.01 -0.81 0.66
19 H -0.20 0.02 0.83

Computed properties:
Energy above the lowest of the compared OMol25 structures with the same formula, charge and spin (kJ/mol): 639.8
SMILES string: C=CC1CC1.C1=CN1
Net charge: 0

Population analysis type Mulliken, resulting atomic charges in e: atom 1 (C): -0.135, atom 2 (C): -0.611, atom 3 (C): -0.656, atom 4 (C): -0.230, atom 5 (C): 0.021, atom 6 (C): -0.873, atom 7 (C): -0.033, atom 8 (N): -0.425, atom 9 (H): 0.288, atom 10 (H): 0.296, atom 11 (H): 0.239, atom 12 (H): 0.233, atom 13 (H): 0.316, atom 14 (H): 0.319, atom 15 (H): 0.326, atom 16 (H): 0.206, atom 17 (H): 0.308, atom 18 (H): 0.182, atom 19 (H): 0.228



Below is the molecule C7H11N at a distorted geometry, with properties calculated with ωB97M-V with the def2-TZVPD basis set.

Cartesian coordinates (Å):
1 C 0.20 0.62 -1.56
2 C -0.15 1.87 -1.80
3 N 0.73 2.92 -2.11
4 C -0.77 -0.43 -1.09
5 C -0.27 -1.14 0.16
6 C -0.27 -0.55 1.36
7 C -0.05 -1.22 2.65
8 C 0.47 -2.42 2.86
9 H 1.25 0.33 -1.69
10 H -1.14 2.29 -1.71
11 H 0.37 3.55 -2.82
12 H 1.67 2.68 -2.39
13 H -0.89 -1.18 -1.87
14 H -1.75 0.01 -0.84
15 H 0.03 -2.19 0.22
16 H -0.50 0.52 1.44
17 H -0.46 -0.72 3.52
18 H 1.05 -3.04 2.19
19 H 0.50 -2.86 3.85

Computed properties:
Energy above the lowest of the compared OMol25 structures with the same formula, charge and spin (kJ/mol): 223.6
SMILES string: C=C/C=C/C/C=C/N
Net charge: 0

Population analysis type Mulliken, resulting atomic charges in e: atom 1 (C): -0.407, atom 2 (C): -0.024, atom 3 (N): -0.534, atom 4 (C): -0.639, atom 5 (C): -0.144, atom 6 (C): -0.203, atom 7 (C): -0.150, atom 8 (C): -0.858, atom 9 (H): 0.230, atom 10 (H): 0.318, atom 11 (H): 0.229, atom 12 (H): 0.227, atom 13 (H): 0.300, atom 14 (H): 0.287, atom 15 (H): 0.271, atom 16 (H): 0.326, atom 17 (H): 0.270, atom 18 (H): 0.262, atom 19 (H): 0.240



Below is a structure of composition C7H11N2 at a distorted geometry, with properties calculated with ωB97M-V with the def2-TZVPD basis set.

Cartesian coordinates (Å):
1 C 0.08 -0.62 0.29
2 C -2.32 2.07 -0.46
3 C -2.90 2.53 0.94
4 C -1.53 1.24 0.42
5 C 3.01 -1.25 -0.68
6 C 0.87 -1.80 0.36
7 C 1.76 -2.07 -0.85
8 N -1.88 1.63 1.59
9 N -0.64 0.26 0.41
10 H -3.02 1.41 -0.87
11 H -2.06 2.83 -1.15
12 H -2.55 3.49 1.21
13 H -3.87 2.37 1.36
14 H 2.75 -0.38 -0.18
15 H 3.56 -0.98 -1.56
16 H 3.79 -1.80 -0.11
17 H 0.18 -2.63 0.48
18 H 1.55 -1.61 1.29
19 H 1.24 -1.62 -1.72
20 H 1.98 -3.09 -0.77

Computed properties:
Energy above the lowest of the compared OMol25 structures with the same formula, charge and spin (kJ/mol): 449.5
Net charge: +1

Population analysis type Mulliken, resulting atomic charges in e: atom 1 (C): 0.556, atom 2 (C): -0.577, atom 3 (C): -0.296, atom 4 (C): 0.397, atom 5 (C): -1.249, atom 6 (C): -0.743, atom 7 (C): -0.291, atom 8 (N): -0.427, atom 9 (N): 0.076, atom 10 (H): 0.240, atom 11 (H): 0.333, atom 12 (H): 0.261, atom 13 (H): 0.304, atom 14 (H): 0.359, atom 15 (H): 0.351, atom 16 (H): 0.339, atom 17 (H): 0.357, atom 18 (H): 0.340, atom 19 (H): 0.345, atom 20 (H): 0.327



Below is the ion C7H11N2 with charge +1 at a distorted geometry, with properties calculated with ωB97M-V with the def2-TZVPD basis set.

Cartesian coordinates (Å):
1 C 0.16 0.52 1.97
2 C -0.73 -0.66 1.96
3 C 1.01 1.25 1.21
4 C -0.80 -0.72 -0.32
5 C 0.66 -0.09 -0.74
6 C -1.74 0.47 -0.71
7 C 1.33 -0.92 -1.75
8 N 1.31 1.02 -0.21
9 N -1.36 -1.16 0.96
10 H 0.47 0.70 3.02
11 H -0.98 -1.06 2.98
12 H 1.53 2.02 1.68
13 H -1.11 -1.59 -0.96
14 H 2.16 1.23 -0.74
15 H -1.72 0.77 -1.78
16 H -1.58 1.39 -0.15
17 H -2.70 0.00 -0.33
18 H 1.17 -1.95 -1.47
19 H 2.40 -0.51 -2.06
20 H 0.52 -0.71 -2.54

Computed properties:
Energy above the lowest of the compared OMol25 structures with the same formula, charge and spin (kJ/mol): 244.3
Net charge: +1
2S+1: 3
Expectation value of S²: 2.026

Population analysis type Mulliken, resulting atomic charges in e: atom 1 (C): -0.305, atom 2 (C): -0.049, atom 3 (C): -0.174, atom 4 (C): 0.217, atom 5 (C): 0.200, atom 6 (C): -1.182, atom 7 (C): -1.157, atom 8 (N): -0.093, atom 9 (N): -0.474, atom 10 (H): 0.286, atom 11 (H): 0.379, atom 12 (H): 0.473, atom 13 (H): 0.447, atom 14 (H): 0.326, atom 15 (H): 0.341, atom 16 (H): 0.322, atom 17 (H): 0.422, atom 18 (H): 0.347, atom 19 (H): 0.353, atom 20 (H): 0.322



Below is a structure of composition C7H11N2O2Si at a distorted geometry, with properties calculated with ωB97M-V with the def2-TZVPD basis set.

Cartesian coordinates (Å):
1 C 1.11 0.47 3.68
2 C 1.59 0.87 2.52
3 C 0.90 -0.77 1.51
4 C 2.15 1.72 1.50
5 C -1.48 0.40 0.77
6 C 0.34 -0.88 -1.50
7 C -0.27 1.99 -1.34
8 N 0.66 -0.81 3.78
9 N 0.66 -1.42 2.61
10 O 1.63 1.50 0.34
11 O 2.96 2.61 1.58
12 Si 0.30 0.47 -0.01
13 H 1.24 0.89 4.63
14 H -2.09 0.18 -0.01
15 H -1.64 -0.31 1.50
16 H -1.76 1.45 1.16
17 H 0.80 -1.78 -0.98
18 H -0.68 -1.10 -1.66
19 H 1.03 -0.74 -2.37
20 H -0.65 2.66 -0.58
21 H 0.59 2.55 -1.71
22 H -1.08 1.79 -2.00
23 H 0.12 -2.39 2.64

Computed properties:
Energy above the lowest of the compared OMol25 structures with the same formula, charge and spin (kJ/mol): 388.1
Net charge: -1

Population analysis type Mulliken, resulting atomic charges in e: atom 1 (C): -0.577, atom 2 (C): 0.277, atom 3 (C): -0.608, atom 4 (C): 0.525, atom 5 (C): -1.373, atom 6 (C): -1.206, atom 7 (C): -1.559, atom 8 (N): -1.072, atom 9 (N): 0.459, atom 10 (O): -0.483, atom 11 (O): -0.686, atom 12 (Si): 1.197, atom 13 (H): 0.560, atom 14 (H): 0.488, atom 15 (H): 0.472, atom 16 (H): 0.193, atom 17 (H): 0.309, atom 18 (H): 0.315, atom 19 (H): 0.328, atom 20 (H): 0.364, atom 21 (H): 0.325, atom 22 (H): 0.415, atom 23 (H): 0.339



Below is the ion C7H11N2O3 with charge -1 at a distorted geometry, with properties calculated with ωB97M-V with the def2-TZVPD basis set.

Cartesian coordinates (Å):
1 C 0.33 1.20 -0.37
2 C -0.50 0.13 -0.02
3 C -0.06 -1.19 0.34
4 C -0.55 2.42 -0.47
5 C 3.23 -2.69 -0.22
6 C -2.94 2.59 0.10
7 C 1.81 -2.62 0.33
8 N -1.80 0.49 -0.02
9 N -1.88 1.85 -0.53
10 O -2.87 -0.20 -0.06
11 O -0.66 -2.08 0.90
12 O 1.27 -1.36 0.00
13 H 1.35 1.29 -0.02
14 H -0.43 3.12 0.40
15 H -0.37 3.02 -1.38
16 H 3.21 -2.57 -1.30
17 H 3.83 -1.89 0.21
18 H 3.68 -3.65 0.03
19 H -3.76 1.89 0.24
20 H -2.64 3.01 1.08
21 H -3.25 3.41 -0.55
22 H 1.81 -2.75 1.42
23 H 1.19 -3.42 -0.10

Computed properties:
Energy above the lowest of the compared OMol25 structures with the same formula, charge and spin (kJ/mol): 505.1
SMILES string: CCOC(=O)C1=CCN(C)N1[O-]
Net charge: -1

Population analysis type Mulliken, resulting atomic charges in e: atom 1 (C): -1.009, atom 2 (C): 0.211, atom 3 (C): 0.484, atom 4 (C): -0.037, atom 5 (C): -1.207, atom 6 (C): -0.894, atom 7 (C): -0.216, atom 8 (N): 0.451, atom 9 (N): -0.103, atom 10 (O): -0.839, atom 11 (O): -0.611, atom 12 (O): -0.243, atom 13 (H): 0.193, atom 14 (H): 0.143, atom 15 (H): 0.211, atom 16 (H): 0.298, atom 17 (H): 0.297, atom 18 (H): 0.393, atom 19 (H): 0.285, atom 20 (H): 0.313, atom 21 (H): 0.295, atom 22 (H): 0.285, atom 23 (H): 0.298



Below is a cluster of 2 separate species, C7H11N2OP in total at a distorted geometry, with properties calculated with ωB97M-V with the def2-TZVPD basis set.

Cartesian coordinates (Å):
1 C 0.26 -1.42 -2.41
2 C 0.83 -0.19 -2.35
3 C -0.25 -2.04 -1.27
4 C 1.31 0.34 -1.07
5 C -0.11 -1.41 -0.02
6 C 0.86 -0.33 0.07
7 C -1.45 1.45 0.33
8 N -0.37 1.85 1.12
9 N 1.12 0.37 1.21
10 O -2.40 0.59 0.91
11 P 0.91 -0.32 2.73
12 H 0.00 -1.80 -3.46
13 H 1.39 0.35 -3.18
14 H -0.77 -2.89 -1.33
15 H 1.77 1.22 -1.00
16 H -0.64 -1.73 0.86
17 H -1.03 0.77 -0.53
18 H -1.97 2.35 0.04
19 H -0.34 1.77 2.09
20 H -2.94 1.17 1.42
21 H 1.69 0.92 3.28
22 H 2.12 -1.00 2.56

Computed properties:
Energy above the lowest of the compared OMol25 structures with the same formula, charge and spin (kJ/mol): 692.6
Net charge: 0

Population analysis type Mulliken, resulting atomic charges in e: atom 1 (C): -0.356, atom 2 (C): -0.415, atom 3 (C): -0.614, atom 4 (C): -0.284, atom 5 (C): -0.120, atom 6 (C): 0.055, atom 7 (C): 0.008, atom 8 (N): -0.413, atom 9 (N): -0.412, atom 10 (O): -0.531, atom 11 (P): -0.197, atom 12 (H): 0.278, atom 13 (H): 0.284, atom 14 (H): 0.532, atom 15 (H): 0.574, atom 16 (H): 0.409, atom 17 (H): -0.021, atom 18 (H): 0.463, atom 19 (H): 0.252, atom 20 (H): 0.315, atom 21 (H): 0.097, atom 22 (H): 0.096



Below is the molecule C7H11N3O at a distorted geometry, with properties calculated with ωB97M-V with the def2-TZVPD basis set.

Cartesian coordinates (Å):
1 C -2.23 1.35 0.08
2 C -1.89 0.02 -0.13
3 C 0.78 0.07 -1.89
4 C 2.21 0.27 0.08
5 C -0.36 -0.20 1.98
6 C 0.70 0.44 -0.34
7 C -0.25 -0.42 0.44
8 N -2.52 2.46 0.23
9 N -2.50 -1.04 -0.95
10 N -2.90 -1.04 0.17
11 O -0.13 -1.77 0.21
12 H 1.50 0.72 -2.24
13 H -0.15 0.46 -2.27
14 H 0.91 -0.92 -2.14
15 H 2.42 -0.77 0.18
16 H 2.51 0.79 1.03
17 H 2.89 0.58 -0.63
18 H -1.38 -0.07 2.27
19 H 0.19 0.57 2.46
20 H 0.08 -1.06 2.44
21 H 0.42 1.58 -0.25
22 H -0.29 -2.01 -0.72

Computed properties:
Energy above the lowest of the compared OMol25 structures with the same formula, charge and spin (kJ/mol): 426.4
SMILES string: CC(C)[C@](C)(O)C1(C#N)N=N1
Net charge: 0

Population analysis type Mulliken, resulting atomic charges in e: atom 1 (C): 0.385, atom 2 (C): 0.709, atom 3 (C): -1.874, atom 4 (C): -1.523, atom 5 (C): -1.716, atom 6 (C): 0.451, atom 7 (C): 0.885, atom 8 (N): -0.504, atom 9 (N): -0.397, atom 10 (N): -0.335, atom 11 (O): -0.591, atom 12 (H): 0.582, atom 13 (H): 0.400, atom 14 (H): 0.446, atom 15 (H): 0.399, atom 16 (H): 0.290, atom 17 (H): 0.486, atom 18 (H): 0.371, atom 19 (H): 0.374, atom 20 (H): 0.459, atom 21 (H): 0.295, atom 22 (H): 0.408



Below is a structure of composition C7H11N3O2 at a distorted geometry, with properties calculated with ωB97M-V with the def2-TZVPD basis set.

Cartesian coordinates (Å):
1 C 0.76 1.72 -0.10
2 C -2.35 -0.37 0.03
3 C -1.66 0.25 1.23
4 C -1.62 0.05 -1.33
5 C -0.17 -0.15 1.26
6 C -0.13 -0.32 -1.24
7 C 0.45 0.33 -0.01
8 N 1.07 2.81 -0.21
9 N 3.15 0.18 0.24
10 N 2.21 -0.53 -0.09
11 O 2.13 -1.66 -0.56
12 O 4.42 -0.49 0.09
13 H -2.45 -1.42 0.23
14 H -3.40 -0.25 -0.08
15 H -1.63 1.30 1.06
16 H -2.09 0.11 2.14
17 H -2.07 -0.46 -2.11
18 H -1.75 1.15 -1.32
19 H 0.24 0.34 2.10
20 H -0.27 -1.33 1.41
21 H -0.12 -1.39 -1.19
22 H 0.31 0.14 -2.17
23 H 4.97 -0.02 0.62

Computed properties:
Energy above the lowest of the compared OMol25 structures with the same formula, charge and spin (kJ/mol): 591.0
Net charge: 0

Population analysis type Mulliken, resulting atomic charges in e: atom 1 (C): 0.225, atom 2 (C): -0.838, atom 3 (C): -0.859, atom 4 (C): -0.708, atom 5 (C): -0.709, atom 6 (C): -0.910, atom 7 (C): 0.702, atom 8 (N): -0.499, atom 9 (N): -0.570, atom 10 (N): 0.873, atom 11 (O): -0.654, atom 12 (O): -0.374, atom 13 (H): 0.423, atom 14 (H): 0.415, atom 15 (H): 0.407, atom 16 (H): 0.506, atom 17 (H): 0.469, atom 18 (H): 0.311, atom 19 (H): 0.394, atom 20 (H): 0.302, atom 21 (H): 0.422, atom 22 (H): 0.328, atom 23 (H): 0.343



Below is a cluster of 2 separate species, C7H11N3O4 in total at a distorted geometry, with properties calculated with ωB97M-V with the def2-TZVPD basis set.

Cartesian coordinates (Å):
1 C 0.27 -0.44 0.93
2 C 1.56 1.07 -0.02
3 C -1.88 0.93 1.30
4 C -0.56 0.63 0.69
5 C 2.78 -0.87 0.92
6 C 0.06 2.88 -0.40
7 C -1.44 -1.12 -1.52
8 N 1.52 -0.24 0.52
9 N 0.27 1.53 0.06
10 N -2.59 -0.65 -1.74
11 O -2.40 -0.05 2.10
12 O -0.06 -1.70 1.40
13 O 2.50 1.69 -0.46
14 O -2.44 1.99 1.25
15 H 3.02 -1.56 0.21
16 H 3.38 0.01 0.83
17 H 2.65 -1.23 1.98
18 H 0.78 3.51 0.03
19 H 0.35 2.88 -1.51
20 H -0.96 3.01 -0.35
21 H -0.66 -0.77 -2.18
22 H -1.15 -1.82 -0.76
23 H 0.67 -2.23 1.24
24 H -1.71 -0.63 2.35
25 H -3.37 -0.97 -1.10

Computed properties:
Energy above the lowest of the compared OMol25 structures with the same formula, charge and spin (kJ/mol): 172.0
SMILES string: Cn1c(O)c(C(=O)O)n(C)c1=O.C=N
Net charge: 0

Population analysis type Mulliken, resulting atomic charges in e: atom 1 (C): 0.855, atom 2 (C): 0.274, atom 3 (C): 0.415, atom 4 (C): 0.006, atom 5 (C): -1.151, atom 6 (C): -1.067, atom 7 (C): -0.216, atom 8 (N): -0.037, atom 9 (N): 0.058, atom 10 (N): -0.542, atom 11 (O): -0.516, atom 12 (O): -0.524, atom 13 (O): -0.669, atom 14 (O): -0.573, atom 15 (H): 0.360, atom 16 (H): 0.399, atom 17 (H): 0.428, atom 18 (H): 0.340, atom 19 (H): 0.302, atom 20 (H): 0.429, atom 21 (H): 0.279, atom 22 (H): 0.255, atom 23 (H): 0.320, atom 24 (H): 0.320, atom 25 (H): 0.255



Below is a cluster of 2 separate species, C7H11N3S2 in total at a distorted geometry, with properties calculated with ωB97M-V with the def2-TZVPD basis set.

Cartesian coordinates (Å):
1 C 2.71 2.00 2.01
2 C 3.00 0.75 2.31
3 C 0.76 1.21 1.45
4 C 0.00 0.39 -1.04
5 C -1.29 2.24 0.98
6 C 0.70 -1.52 -2.37
7 C -0.47 -1.84 -0.15
8 N 1.47 2.28 1.51
9 N -0.53 1.07 1.08
10 N 0.07 -0.89 -1.18
11 S 0.15 1.70 -1.87
12 S 1.63 -0.29 1.96
13 H 3.48 2.79 2.17
14 H 3.94 0.29 2.65
15 H -0.96 3.04 1.76
16 H -1.16 2.76 0.05
17 H -2.47 2.07 1.06
18 H 1.45 -0.95 -2.80
19 H 0.90 -2.48 -2.15
20 H -0.05 -1.54 -3.15
21 H -1.25 -2.49 -0.60
22 H 0.42 -2.24 0.24
23 H -1.11 -1.35 0.62

Computed properties:
Energy above the lowest of the compared OMol25 structures with the same formula, charge and spin (kJ/mol): 183.7
Net charge: 0

Population analysis type Mulliken, resulting atomic charges in e: atom 1 (C): -0.508, atom 2 (C): -0.191, atom 3 (C): 0.608, atom 4 (C): 0.445, atom 5 (C): -0.794, atom 6 (C): -1.084, atom 7 (C): -1.113, atom 8 (N): -0.538, atom 9 (N): -0.268, atom 10 (N): 0.119, atom 11 (S): -0.293, atom 12 (S): -0.150, atom 13 (H): 0.324, atom 14 (H): 0.375, atom 15 (H): 0.289, atom 16 (H): 0.259, atom 17 (H): 0.203, atom 18 (H): 0.377, atom 19 (H): 0.397, atom 20 (H): 0.375, atom 21 (H): 0.344, atom 22 (H): 0.532, atom 23 (H): 0.293